No. 1
79
Properties=species:S:1:pos:R:3:lowdin_spin:R:1 method="wB97M-V/def2-TZVPD" homo_ev="-8.059 / -8.060" lumo_energy_ev="0.39 / 0.39" s2=3.75 e_tot_ha=-3654.328614 de_lowest_kcal_mol=0.00 spin_multiplicity=4 orbital_gap_ev="8.447 / 8.449"
C -1.499 -2.013 -2.957 0.000
C -1.054 -3.014 -1.932 0.000
H -1.493 -2.424 -3.965 0.000
H -0.843 -1.136 -2.915 0.000
H -2.518 -1.676 -2.742 0.000
C -0.536 -4.223 -2.223 0.000
C -0.249 -4.727 -3.608 0.000
H -0.283 -4.931 -1.421 0.000
H -0.180 -3.910 -4.346 0.000
H -1.034 -5.420 -3.965 0.000
H 0.691 -5.305 -3.633 0.000
Nd 0.075 0.832 0.238 3.032
Cl -2.560 1.308 0.291 -0.008
Cl 1.816 2.192 -1.260 -0.006
H 0.694 5.469 4.144 0.000
H -1.373 6.386 3.102 0.000
C 1.038 5.098 3.170 0.000
C -1.018 6.028 2.131 0.000
N -0.121 4.893 2.310 0.000
H 1.602 4.171 3.288 0.000
C -0.364 3.754 1.691 0.000
O 0.349 2.713 1.810 -0.004
H -1.868 5.694 1.509 0.000
H -1.257 3.755 1.048 0.000
H 1.676 5.883 2.742 0.000
H -0.495 6.857 1.634 0.000
H 1.333 -1.442 -2.396 0.000
H 2.613 -3.847 -1.286 0.000
C 2.366 -1.121 -2.194 0.000
C 3.423 -3.103 -1.185 0.000
N 2.886 -1.763 -0.993 0.000
H 2.394 -0.028 -2.089 0.000
C 2.929 -1.199 0.224 0.000
O 2.235 -0.218 0.595 -0.004
H 4.037 -3.358 -0.314 0.000
H 3.619 -1.712 0.921 0.000
H 2.996 -1.430 -3.039 0.000
H 4.026 -3.127 -2.103 0.000
O -0.332 -1.413 -0.341 -0.007
C -1.171 -2.493 -0.510 0.000
C 0.150 -4.217 0.858 0.000
C -1.035 -3.529 0.607 0.000
H 1.036 -4.026 0.243 0.000
C 0.195 -5.183 1.879 0.000
H -2.220 -2.132 -0.478 0.000
C -2.158 -3.762 1.405 0.000
H 1.106 -5.769 2.017 0.000
C -0.931 -5.422 2.673 0.000
C -2.115 -4.705 2.436 0.000
H -3.064 -3.197 1.174 0.000
H -0.902 -6.185 3.458 0.000
H -3.019 -4.903 3.018 0.000
Si -0.467 3.965 -3.719 0.000
Cl -0.870 1.867 -3.681 0.000
C 1.301 4.512 -3.631 0.000
C -1.610 4.458 -2.330 0.000
C -0.985 4.928 -5.272 0.000
H 1.890 3.852 -2.996 0.000
H 1.329 5.513 -3.186 0.000
H 1.789 4.581 -4.609 0.000
H -0.277 4.833 -6.111 0.000
H -0.979 5.999 -4.999 0.000
H -1.988 4.709 -5.658 0.000
H -1.548 3.731 -1.521 0.000
H -2.641 4.469 -2.708 0.000
H -1.345 5.451 -1.961 0.000
N 1.067 -1.969 2.705 0.000
C 0.285 -1.186 3.483 0.000
C 0.188 -1.446 4.876 0.000
C -0.640 -0.643 5.650 0.000
C -1.344 0.386 5.026 0.000
C -1.192 0.574 3.642 0.000
N -0.351 -0.156 2.865 -0.003
H 1.019 -1.846 1.695 0.000
H 1.487 -2.824 3.063 0.000
H 0.767 -2.288 5.253 0.000
H -0.722 -0.825 6.713 0.000
H -1.997 1.055 5.578 0.000
H -1.758 1.329 3.111 0.000


No. 2
83
Properties=species:S:1:pos:R:3:lowdin_spin:R:1 method="wB97M-V/def2-TZVPD" homo_ev="-15.202 / -15.646" lumo_energy_ev="-7.28 / -7.93" s2=2.01 e_tot_ha=-2315.928372 de_lowest_kcal_mol=33.14 spin_multiplicity=3 charge=+3 orbital_gap_ev="7.918 / 7.716"
W 0.763 0.160 -0.220 1.581
O 1.129 -0.731 -2.690 0.023
C 2.541 -0.708 -2.928 0.001
C 3.191 0.448 -2.200 0.005
N 2.963 0.400 -0.719 0.008
C 3.669 -0.772 -0.142 0.011
C 2.775 -2.008 -0.133 0.010
O 3.194 -3.125 -0.059 0.004
O 1.473 -1.716 -0.170 0.064
C 3.416 1.700 -0.134 0.003
C 2.223 2.535 0.321 0.008
O 2.170 3.721 0.287 0.002
O 1.244 1.760 0.850 0.072
H 0.739 0.030 -3.139 0.000
H 2.930 -1.676 -2.612 0.000
H 2.749 -0.614 -3.995 0.000
H 4.268 0.451 -2.387 0.000
H 2.777 1.390 -2.558 0.000
H 4.605 -0.986 -0.660 0.001
H 3.916 -0.560 0.900 0.001
H 4.033 1.517 0.746 0.000
H 4.019 2.262 -0.844 0.000
C -1.360 6.760 -3.813 0.000
O -0.557 5.583 -3.603 0.007
C -0.957 4.650 -2.767 0.009
C -2.174 4.703 -2.042 0.006
C -2.484 3.679 -1.204 0.006
C -1.626 2.560 -1.010 0.010
C -2.007 1.520 -0.144 0.013
C -3.358 1.495 0.508 0.000
O -1.247 0.528 0.163 0.046
C -0.401 2.536 -1.749 0.008
O 0.454 1.517 -1.658 0.051
C -0.092 3.563 -2.613 0.006
H -0.806 7.355 -4.529 0.000
H -1.473 7.310 -2.880 0.000
H -2.330 6.487 -4.228 0.000
H -2.844 5.542 -2.149 0.000
H -3.415 3.728 -0.656 0.000
H -3.456 2.321 1.215 0.001
H -3.487 0.556 1.040 0.000
H -4.158 1.603 -0.224 0.000
H 0.834 3.553 -3.169 0.000
C 1.574 -0.801 5.243 0.000
N 0.551 0.302 4.889 -0.001
C -0.862 -0.284 5.089 0.000
N -1.026 -1.470 4.325 0.000
C -0.019 -2.467 4.695 0.000
N 1.337 -1.968 4.473 0.001
C 1.661 -1.813 3.053 0.004
P 0.541 -0.579 2.269 0.023
C 0.747 0.798 3.485 -0.001
C -1.072 -1.226 2.881 0.003
H 1.439 -1.003 6.306 0.000
H 2.565 -0.385 5.066 0.000
H 0.675 1.083 5.538 0.000
H -1.571 0.491 4.801 0.000
H -0.950 -0.495 6.155 0.000
H -0.172 -3.373 4.111 0.000
H -0.137 -2.711 5.751 0.000
H 1.566 -2.775 2.546 0.000
H 2.705 -1.507 2.950 0.000
H 0.033 1.598 3.286 0.000
H 1.747 1.225 3.407 0.000
H -1.315 -2.160 2.372 0.000
H -1.860 -0.510 2.643 0.000
N -2.477 -4.497 -2.927 0.000
C -3.255 -3.679 -1.929 0.000
C -2.568 -2.329 -1.741 0.000
N -1.157 -2.423 -1.397 0.009
C -0.422 -3.261 -2.337 0.001
C -1.030 -4.644 -2.525 0.000
H -2.529 -4.052 -3.847 0.000
H -2.906 -5.418 -3.032 0.000
H -3.274 -4.263 -1.009 0.000
H -4.272 -3.578 -2.306 0.000
H -3.100 -1.770 -0.972 0.000
H -2.657 -1.749 -2.666 0.000
H -1.025 -2.772 -0.453 0.000
H 0.604 -3.371 -1.989 0.000
H -0.371 -2.745 -3.299 0.000
H -1.027 -5.228 -1.605 0.000
H -0.529 -5.213 -3.307 0.000


No. 3
82
Properties=species:S:1:pos:R:3:lowdin_spin:R:1 method="wB97M-V/def2-TZVPD" homo_ev="-3.055 / -4.106" lumo_energy_ev="0.33 / 0.31" s2=3.75 e_tot_ha=-2859.961378 de_lowest_kcal_mol=49.77 spin_multiplicity=4 orbital_gap_ev="3.382 / 4.420"
Ti -0.633 0.453 -0.765 2.520
C -1.082 -2.235 -0.014 0.031
C -2.472 -2.191 0.644 0.004
C -2.574 -3.331 1.679 0.000
C -1.883 -2.853 2.962 0.000
C -2.774 -1.748 3.539 0.000
C -2.796 -0.512 2.585 0.001
N -2.786 -0.880 1.171 0.007
O -2.787 0.155 0.251 0.031
C -1.640 0.405 2.982 0.009
C -4.223 0.057 2.937 0.000
C -3.567 -2.589 -0.389 0.001
H -0.829 -3.269 -0.286 0.001
H -0.257 -1.904 0.616 0.015
H -1.125 -1.781 -1.014 0.005
H -1.963 -4.193 1.383 0.000
H -3.568 -3.736 1.859 0.000
H -0.819 -2.706 2.754 0.000
H -1.746 -3.659 3.698 0.000
H -2.191 -1.528 4.445 0.000
H -3.779 -1.957 3.884 0.000
H -1.553 1.237 2.282 0.005
H -0.777 -0.262 2.977 0.002
H -1.896 0.833 3.955 0.001
H -4.524 0.986 2.447 0.000
H -4.171 0.341 3.995 0.000
H -4.944 -0.722 2.707 0.000
H -3.712 -1.767 -1.098 0.000
H -4.543 -2.650 0.088 0.000
H -3.215 -3.476 -0.920 0.000
C 0.291 4.858 2.914 0.000
C -0.739 4.859 1.813 0.001
C -0.406 5.749 0.658 0.001
O -0.341 4.889 -0.479 0.013
C -0.591 3.626 -0.093 0.051
O -0.452 2.678 -0.809 0.068
O -0.869 3.543 1.239 0.015
H 1.333 4.763 2.593 0.000
H 0.128 4.001 3.571 0.000
H 0.332 5.744 3.551 0.000
H -1.736 5.065 2.205 0.000
H 0.518 6.314 0.803 0.000
H -1.134 6.521 0.397 0.000
C 5.420 0.813 3.295 0.000
C 3.947 0.474 3.280 0.000
C 2.976 1.509 3.981 0.001
O 2.009 1.689 2.965 0.003
C 2.280 0.969 1.849 0.012
O 1.547 0.917 0.915 0.034
O 3.548 0.560 1.891 0.003
H 5.906 0.207 2.528 0.000
H 5.932 0.601 4.233 0.000
H 5.602 1.848 3.008 0.000
H 3.721 -0.567 3.517 0.000
H 3.545 2.428 4.092 0.000
H 2.755 0.960 4.893 0.000
C -0.701 -3.372 -5.581 0.000
C -1.229 -1.942 -5.711 0.000
C -2.754 -1.866 -5.737 0.000
O -3.151 -1.146 -4.605 0.003
C -2.069 -0.900 -3.821 0.013
O -2.099 -0.454 -2.730 0.031
O -0.960 -1.315 -4.451 0.004
H -0.852 -4.071 -6.404 0.000
H -1.168 -3.898 -4.740 0.000
H 0.347 -3.359 -5.273 0.000
H -0.848 -1.494 -6.625 0.000
H -3.195 -2.852 -5.882 0.000
H -3.009 -1.273 -6.619 0.000
C 4.770 -0.558 -4.516 0.000
C 4.382 -0.586 -3.049 0.001
C 4.209 0.819 -2.420 0.001
O 2.838 0.917 -2.111 0.011
C 2.178 -0.201 -2.440 0.035
O 1.007 -0.405 -2.344 0.054
O 3.017 -1.080 -3.013 0.008
H 4.409 -1.413 -5.091 0.000
H 5.821 -0.383 -4.747 0.000
H 4.239 0.229 -5.068 0.000
H 5.006 -1.291 -2.505 0.000
H 4.391 1.537 -3.218 0.000
H 4.729 0.822 -1.463 0.000